One molecule with the formula C6H8O2. Source: the Open Molecules 2025 dataset; level of theory: ωB97M-V/def2-TZVPD.

Properties
**HOMO-LUMO gap**: 8.8363 eV
**E_tot**: -383.83212 hartree
**Structure (SMILES)**: C=C(OC)C(C)=C=O
**ΔE to the lowest compared entry with this formula, charge and spin**: 204.78 kJ/mol

ORCA input file:
```
! RIJCOSX wB97M-V def2-TZVPD def2/J DEFGRID3
* xyz 0 1
O -1.566 -0.666 -0.480
H 2.524 1.106 0.743
H -1.032 0.319 -2.228
C 0.608 0.354 0.106
C -0.420 -0.673 0.274
H 1.573 0.346 2.025
C 0.600 1.362 -0.721
H -1.089 -2.393 1.243
C -0.303 -1.666 1.162
H 2.374 -0.655 0.799
O 0.724 2.300 -1.405
H -2.759 0.098 -1.877
C -1.789 0.331 -1.436
C 1.852 0.284 0.976
H -1.840 1.328 -0.986
H 0.545 -1.776 1.805
*
```